Record 1
21
Properties=species:S:1:pos:R:3 method="wB97M-V/def2-TZVPD" homo_ev=-7.486 total_charge=0 e_above_lowest_ev=6.3430
O 3.54712 0.79377 -0.57448
C 2.59501 0.01333 -0.38215
C 2.05841 -0.36569 0.91049
N 0.76638 -0.77541 1.20619
C -0.27540 0.26895 1.11396
C -1.38197 -0.04857 0.03027
C -2.10426 1.19243 -0.51649
C -0.84963 -1.04419 -1.01060
H 2.31222 -0.65454 -1.21746
H 2.97671 -0.76087 1.38304
H 1.36970 0.98631 -0.91764
H 0.69273 -1.37147 2.01137
H 0.26652 1.18009 0.86078
H -0.71065 0.39737 2.12029
H -2.14948 -0.61666 0.58974
H -1.37241 1.99710 -0.65634
H -2.71516 1.02707 -1.39280
H -2.74008 1.54886 0.30174
H -0.74029 -2.05288 -0.61611
H 0.06290 -0.67279 -1.45467
H -1.60838 -1.04221 -1.78914

Record 2
14
Properties=species:S:1:pos:R:3 method="wB97M-V/def2-TZVPD" homo_ev="-7.514 / -9.967" total_charge=0 multiplicity=2 e_above_lowest_ev=0.0000
Br -0.07620 -0.05564 1.31326
C 0.95334 3.09814 3.17637
C -0.26588 2.29131 2.96040
C -0.15270 0.81724 3.04234
C -1.49989 2.89470 2.71870
C -2.65800 2.18925 2.65702
H 0.75734 4.14666 2.89012
H 1.26821 3.10789 4.24386
H 1.76345 2.69231 2.54242
H -1.04153 0.43427 3.51885
H 0.72380 0.47615 3.59148
H -1.55214 3.98435 2.59350
H -3.60792 2.67997 2.47322
H -2.70816 1.12161 2.86018

Record 3
108
Properties=species:S:1:pos:R:3 method="wB97M-V/def2-TZVPD" homo_ev=-10.818 total_charge=0 e_above_lowest_ev=2.0388
C -0.29596 -0.29316 -0.74669
C -0.46785 0.35431 0.57834
N -0.64558 0.84528 1.61515
H 0.29714 -1.19417 -0.59002
H 0.31579 0.32911 -1.39986
H -1.28378 -0.55730 -1.12423
C -2.98808 3.46045 1.50672
C -3.77277 3.40950 0.25327
N -4.40961 3.37744 -0.66532
H -1.92486 3.56800 1.29200
H -3.00819 2.63479 2.21805
H -3.22490 4.42620 1.95319
C -0.44906 -0.19946 5.12375
C 0.54135 -1.23832 4.72851
N 1.27474 -2.08668 4.43324
H 0.02139 0.56743 5.73913
H -1.10294 -0.80845 5.74798
H -1.09228 0.18816 4.33374
C -5.49111 0.56998 -3.33852
C -6.72138 1.15237 -3.86514
N -7.68362 1.52223 -4.32375
H -5.27764 1.00760 -2.36331
H -4.61671 0.62515 -3.98694
H -5.82882 -0.46211 -3.24447
C 4.06799 -1.90374 3.55914
C 4.35627 -0.82155 4.60153
N 4.61901 -0.02390 5.36525
H 3.28945 -1.60270 2.85818
H 3.77963 -2.81939 4.07541
H 4.95213 -2.07549 2.94522
C -1.86756 -8.03961 0.26541
C -1.39457 -6.69330 -0.17449
N -1.10565 -5.66507 -0.56562
H -1.74133 -8.79214 -0.51297
H -2.93245 -8.05192 0.49767
H -1.24007 -8.30696 1.11563
C -0.67038 1.71368 -4.97246
C -1.67638 1.33058 -3.96769
N -2.44764 1.06530 -3.15003
H -0.66100 2.78876 -5.15196
H -0.92782 1.17109 -5.88208
H 0.32313 1.42542 -4.62901
C 2.69808 5.55142 -4.95957
C 2.12142 4.42215 -4.21255
N 1.61615 3.56081 -3.67668
H 3.76565 5.67131 -4.77511
H 2.08712 6.40130 -4.65541
H 2.59320 5.34095 -6.02390
C 1.50220 -2.90047 -4.96282
C 2.16564 -1.67892 -5.25548
N 2.72156 -0.67508 -5.46488
H 0.83659 -3.13351 -5.79394
H 0.96462 -2.73539 -4.02909
H 2.25147 -3.68699 -4.87297
C -5.66699 2.83217 6.28619
C -4.60134 2.01052 5.68522
N -3.72349 1.41319 5.24615
H -6.71790 2.54314 6.27411
H -5.57878 3.85772 5.92764
H -5.46910 2.77866 7.35673
C -4.89594 0.53863 2.46818
C -4.40743 0.24014 1.16149
N -4.06444 -0.11107 0.12821
H -4.87203 1.61475 2.63986
H -4.31177 0.14329 3.29918
H -5.96842 0.34402 2.47194
C 2.98953 3.02328 5.92512
C 2.30408 2.75242 4.71164
N 1.86427 2.54862 3.71205
H 4.01525 3.30102 5.68246
H 2.99543 2.16103 6.59188
H 2.40131 3.75489 6.47904
C 4.20439 1.33684 1.70832
C 4.96867 1.17197 0.49753
N 5.55057 1.10611 -0.52683
H 3.40689 2.06435 1.55723
H 4.86479 1.69069 2.49999
H 3.83620 0.34996 1.98869
C 2.12074 -3.89846 0.11430
C 1.49672 -4.29247 1.39717
N 1.06388 -4.60736 2.43908
H 2.92309 -3.23828 0.44366
H 1.54163 -3.17008 -0.45331
H 2.57022 -4.76146 -0.37692
C -1.32604 3.96395 -1.78818
C -1.32357 5.37273 -2.02951
N -1.31864 6.50871 -2.24794
H -2.27239 3.42447 -1.74948
H -0.87524 3.96298 -0.79577
H -0.77713 3.45557 -2.58085
C -4.92581 -5.20661 -0.24614
C -4.64413 -6.07517 -1.39682
N -4.40103 -6.82343 -2.20837
H -4.43795 -4.24815 -0.42344
H -4.67067 -5.64236 0.71985
H -6.01303 -5.12896 -0.24960
C 4.71376 1.51269 -3.56270
C 5.91568 0.64355 -3.80785
N 6.84222 -0.11545 -3.94503
H 5.08322 2.31333 -2.92193
H 3.94460 0.92754 -3.05862
H 4.47143 1.92408 -4.54256
C 6.27128 -2.17841 -1.17524
C 4.93887 -1.74572 -1.61107
N 3.84943 -1.48882 -1.90288
H 7.00126 -1.37378 -1.26345
H 6.59426 -2.95888 -1.86419
H 6.30789 -2.55709 -0.15379

Record 4
20
Properties=species:S:1:pos:R:3 method="wB97M-V/def2-TZVPD" homo_ev=-7.722 total_charge=0 e_above_lowest_ev=2.9779
C 3.04954 0.01797 -0.24707
C -2.04884 -0.17750 -1.32859
C -0.59766 1.80936 0.83307
C -1.36598 -1.13569 1.66504
C 1.81324 -0.59789 -0.91534
Si -0.78967 -0.06844 0.23452
I 1.53897 -0.19906 -3.01511
H 3.20078 1.09286 -0.32945
H 3.97466 -0.52474 -0.53758
H 2.82502 -0.20835 0.81424
H -3.08394 -0.30565 -1.00154
H -2.06557 0.66685 -2.00836
H -1.81542 -1.00892 -1.97686
H -0.05791 2.40652 0.20192
H -1.64284 2.27896 0.91287
H -0.11777 1.72458 1.74767
H -0.83901 -1.11297 2.57731
H -2.40531 -0.80747 1.90037
H -1.63497 -2.17709 1.31704
H 2.06269 -1.67334 -0.84417

Record 5
73
Properties=species:S:1:pos:R:3 method="wB97M-V/def2-TZVPD" homo_ev=-9.854 total_charge=+1 e_above_lowest_ev=0.7348
Li 0.25221 0.13640 -0.17359
I 1.71636 0.14522 -2.88833
C 2.92912 0.35839 -1.19097
C 4.25752 0.72291 -1.33600
C 5.00502 0.85803 -0.17818
C 4.40308 0.62851 1.05081
C 3.06840 0.27174 1.07572
N 2.33655 0.13180 -0.03396
H 4.68285 0.89731 -2.31305
H 6.04635 1.14516 -0.23786
H 4.95304 0.73298 1.97462
H 2.55003 0.09474 2.01028
N -4.46636 0.38487 -1.86636
C -3.42271 1.45597 -2.08290
C -2.03298 0.84612 -1.98227
N -1.78419 0.12101 -0.74662
H -5.40108 0.78158 -1.77641
H -4.25350 -0.11608 -1.00028
H -4.47434 -0.30436 -2.61926
H -3.57840 2.18565 -1.28913
H -3.61478 1.90320 -3.05726
H -1.33352 1.68504 -2.03889
H -1.81917 0.20148 -2.83889
H -2.22266 -0.78990 -0.70025
H -2.05107 0.70280 0.06454
C -2.21477 5.33338 1.39754
O -1.11016 4.53994 0.94906
C -1.20290 3.21611 0.90543
S 0.24442 2.48263 0.39482
S -2.66757 2.44880 1.28830
H -1.85713 6.35757 1.35420
H -2.48771 5.06151 2.41581
H -3.07649 5.19550 0.74647
C 3.40128 -3.51363 -1.39072
Si 2.33656 -4.22273 -0.02522
C 2.07368 -6.05464 -0.29285
C 3.13376 -3.90599 1.63870
Sb 0.15718 -2.89356 -0.01548
Si -1.00178 -3.81319 2.06605
C -2.83253 -3.44123 1.87306
C -0.74362 -5.64354 2.35713
C -0.30861 -2.83020 3.49961
Si -1.20019 -4.02738 -1.83732
C -2.80229 -3.01766 -2.01758
C -0.26770 -3.89222 -3.45493
C -1.66060 -5.80790 -1.49893
H 4.36324 -4.03282 -1.41752
H 3.59546 -2.45213 -1.22556
H 2.93713 -3.61850 -2.37264
H 3.02945 -6.57444 -0.18115
H 1.70187 -6.26470 -1.29860
H 1.37179 -6.48194 0.42464
H 4.14497 -4.32140 1.64785
H 2.57591 -4.37620 2.45053
H 3.20744 -2.83717 1.85093
H -3.28396 -4.01174 1.05720
H -2.99530 -2.37584 1.69097
H -3.36436 -3.70218 2.79154
H -0.97971 -6.25070 1.48229
H -1.38802 -5.97002 3.17812
H 0.28836 -5.85642 2.64457
H -0.46634 -1.75977 3.35163
H 0.76237 -2.99785 3.62539
H -0.80288 -3.11595 4.43172
H -2.55116 -2.08104 -2.52464
H -3.26556 -2.80459 -1.04803
H -3.52899 -3.55734 -2.63051
H -0.08848 -2.84766 -3.71836
H -0.83888 -4.35872 -4.26188
H 0.70217 -4.38954 -3.40747
H -2.13291 -5.93891 -0.52367
H -0.78011 -6.45225 -1.53056
H -2.36135 -6.16004 -2.26085

Record 6
18
Properties=species:S:1:pos:R:3 method="wB97M-V/def2-TZVPD" homo_ev="-14.490 / -14.478" total_charge=+1 multiplicity=2 e_above_lowest_ev=4.4768
C 1.97536 0.82879 -0.23265
C 1.30925 -0.51984 -0.57960
C -0.22296 -0.35401 -0.53339
C -0.97556 -1.01538 -1.50465
C -1.86754 1.27811 0.03476
N -0.74968 0.70237 0.36956
H 3.07495 0.64482 -0.15356
H 1.78184 1.46850 -1.16550
H 1.44236 1.10854 0.72169
H 1.74770 -1.21426 0.05089
H 1.39441 -0.89855 -1.59425
H -0.60084 -1.83004 -2.05424
H -1.99355 -1.20556 -1.20803
H -1.95443 2.24420 0.56632
H -2.20614 1.08586 -1.01513
H -0.38337 -0.14561 2.36913
H -0.87444 -1.56573 2.81884
O -0.89737 -0.61223 3.10982

Record 7
43
Properties=species:S:1:pos:R:3 method="wB97M-V/def2-TZVPD" homo_ev="-5.535 / -5.536" total_charge=-1 multiplicity=2 e_above_lowest_ev=0.9044
Ti 0.30755 1.09990 -0.48279
Cl -0.05130 3.77836 4.91131
C -0.55129 2.97629 3.46273
C 0.39017 2.51924 2.53745
Cl 2.07706 2.77562 2.84280
C -0.02245 1.85974 1.40212
Cl 2.54421 1.48996 -0.42077
C -1.38521 1.68706 1.15470
O -1.61687 1.05742 0.01410
C -2.35221 2.14215 2.05493
Cl -4.01971 1.87963 1.70813
C -1.91543 2.77892 3.21048
Cl -3.08330 3.33727 4.35195
O -0.22526 2.63380 -1.64803
S 0.62399 3.69812 -2.32007
O -0.22079 4.74280 -2.83031
O 1.56300 3.08105 -3.21369
S 1.63177 4.62887 -0.79325
C 0.76985 -3.52715 0.83288
Si 0.45031 -1.67859 1.01272
C 1.91512 -1.02909 1.97304
C -1.12817 -1.49724 2.00775
N 0.33754 -0.81491 -0.52936
C 0.12890 -1.33666 -1.81203
C 0.33312 -0.50748 -2.92981
C 0.15032 -0.97002 -4.22050
C -0.22485 -2.28552 -4.45245
C -0.43011 -3.11743 -3.36170
C -0.26388 -2.65666 -2.06544
H 1.10182 -3.86938 1.81772
H 1.55787 -3.75949 0.11479
H -0.11976 -4.10276 0.57516
H 1.98190 -1.57731 2.91765
H 1.85000 0.03310 2.20346
H 2.84096 -1.18667 1.41591
H -1.24267 -2.35732 2.67323
H -2.00206 -1.44350 1.35548
H -1.12071 -0.59603 2.62330
H 0.66053 0.52617 -2.82661
H 0.31931 -0.29139 -5.04679
H -0.35631 -2.65254 -5.46170
H -0.73516 -4.14578 -3.51582
H -0.46778 -3.32256 -1.24268

Record 8
41
Properties=species:S:1:pos:R:3 method="wB97M-V/def2-TZVPD" homo_ev="-13.065 / -13.001" total_charge=+1 multiplicity=2
C 1.21506 -1.36325 -0.81517
O 2.28804 -0.38631 -0.81205
C 2.00851 0.75877 -0.01487
C 0.65778 1.58277 -0.31059
O 0.70194 2.21072 -1.62203
C 0.74959 1.41069 -2.77290
C 0.72952 2.29103 -3.98630
O 1.88872 3.09826 -3.93016
C 1.97528 4.08844 -5.03294
H 1.27843 -1.81067 0.17675
H 1.34622 -2.18189 -1.52280
H 0.27333 -0.92755 -1.14894
H 2.82615 1.42428 -0.29174
H 1.93591 0.44194 1.02554
H 0.52403 2.39867 0.39971
H -0.27478 1.02050 -0.26262
H -0.04942 0.67401 -2.85633
H 1.74855 0.97548 -2.80119
H -0.16441 2.91472 -3.99137
H 0.74149 1.74229 -4.92803
H 2.72984 4.83319 -4.77979
H 1.09178 4.72677 -5.04159
H 2.08532 3.72910 -6.05611
C -2.48756 -3.31435 -1.36074
C -2.25851 -2.12811 -2.18540
N -2.06899 -1.22520 -2.88915
H -3.41961 -3.16130 -0.81671
H -1.63932 -3.55560 -0.72013
H -2.71882 -4.14865 -2.02298
C 0.31856 -3.04957 3.72019
C -0.42875 -2.63768 2.51255
N -1.03454 -2.39032 1.54781
H 0.92528 -2.23366 4.11299
H 0.94356 -3.88535 3.40564
H -0.30440 -3.38474 4.54945
C -2.45429 0.50782 7.25813
C -2.09444 -0.32943 6.16035
N -1.89210 -0.95285 5.23483
H -3.12470 -0.02519 7.93233
H -2.90897 1.46212 6.99223
H -1.65926 0.80012 7.94411

Record 9
44
Properties=species:S:1:pos:R:3 method="wB97M-V/def2-TZVPD" homo_ev=-7.494 total_charge=0 smiles="Oc1ccc(N2CCN(C(=S)NCc3ccccc3)CC2)cc1" e_above_lowest_ev=1.6129
O 3.29717 0.68584 6.20429
C 2.68596 0.08212 5.14290
C 1.39518 -0.41937 5.21133
C 0.80785 -1.01913 4.11225
C 1.49741 -1.14920 2.90641
C 2.80034 -0.63801 2.85414
C 3.38374 -0.03335 3.94663
H 4.38846 0.35406 3.89042
H 3.37820 -0.72748 1.94871
N 0.97862 -1.79082 1.78258
C 1.34478 -1.23282 0.48909
H 2.30249 -1.65311 0.15622
C 0.31003 -1.52663 -0.60188
N -1.01991 -1.13533 -0.18819
C -1.96560 -0.61325 -1.00309
N -1.75845 -0.63204 -2.34054
H -0.88036 -0.97606 -2.69646
C -2.53778 0.14822 -3.27776
C -1.76815 1.34878 -3.76312
C -1.51465 1.54465 -5.11330
C -0.79043 2.64555 -5.53803
C -0.30502 3.55548 -4.61512
C -0.55169 3.36520 -3.26523
C -1.28003 2.26908 -2.84216
H -1.48393 2.12466 -1.79089
H -0.17917 4.07533 -2.54165
H 0.26200 4.41279 -4.94647
H -0.60309 2.79107 -6.59185
H -1.89220 0.83579 -5.83695
H -2.82366 -0.49144 -4.11816
H -3.44221 0.46245 -2.74657
S -3.37706 -0.02080 -0.35977
C -1.36115 -1.39476 1.20095
H -1.35504 -0.45606 1.76950
C -0.34462 -2.36714 1.78947
H -0.32722 -3.28701 1.19392
H -0.62818 -2.64688 2.80066
H -2.37492 -1.80400 1.24422
H 0.61076 -0.94749 -1.47941
H 0.33793 -2.59181 -0.87070
H 1.46326 -0.14368 0.57526
H -0.20649 -1.36856 4.21939
H 0.83173 -0.33298 6.13157
H 2.69510 0.69812 6.95741

Record 10
12
Properties=species:S:1:pos:R:3 method="wB97M-V/def2-TZVPD" homo_ev="-9.266 / -9.261" total_charge=0 e_above_lowest_ev=3.4549
C -0.71254 0.36479 0.61218
C 0.59312 0.17824 -0.14148
C -1.73387 -0.53667 0.12691
N 0.25230 0.08132 -1.68375
O -0.74416 1.31832 1.40736
P 2.14570 0.71656 0.52099
H -1.41250 -1.42044 -0.36445
H -2.44000 -0.86217 0.89678
H -2.24388 -0.15765 -0.69796
H 1.01012 0.43499 -2.14223
H 2.16990 -0.12984 1.58326
H 3.11580 0.01256 -0.11761

Record 11
31
Properties=species:S:1:pos:R:3 method="wB97M-V/def2-TZVPD" homo_ev=-13.369 total_charge=+1 e_above_lowest_ev=3.9739
C 4.00379 1.22949 -0.34234
C 2.72344 1.16453 -0.56859
C -1.56710 1.15730 0.85497
C 3.42013 -1.75721 1.57630
C -3.67408 -0.39398 -1.09859
C -4.80196 1.75517 -0.38255
C 2.28610 -2.22757 0.48776
C 2.24794 -1.26344 -0.63803
C -3.72061 0.66896 0.01948
N 0.63148 0.27362 -0.06508
N 1.86680 0.10919 -0.40322
N -2.42099 1.28219 -0.04415
S 0.07942 1.70476 0.44488
H 4.65880 2.05072 -0.60258
H 4.54317 0.33661 0.03264
H 2.06915 2.04549 -0.69119
H -1.79730 0.72670 1.87105
H 4.33864 -1.97972 1.08893
H 3.40952 -0.76975 1.78012
H 3.28444 -2.37716 2.46744
H -3.38288 0.13906 -1.98421
H -2.94639 -1.11714 -0.88665
H -4.58141 -0.82991 -1.20765
H -5.75194 1.53864 0.22899
H -4.94128 1.62058 -1.51785
H -4.41517 2.80285 -0.10943
H 1.38871 -2.11008 0.96549
H 2.16147 -3.27294 0.15943
H 3.16548 -1.27462 -1.14343
H 1.56377 -1.62285 -1.39083
H -3.84113 0.39050 1.09892

Record 12
6
Properties=species:S:1:pos:R:3 method="wB97M-V/def2-TZVPD" homo_ev=-10.763 total_charge=0 smiles="[O-][N+]1=NO1.N#N" e_above_lowest_ev=1.7214
N -1.03306 -1.58158 -2.10904
N 0.20443 0.33163 -0.02222
N -1.16670 -1.10559 -1.12573
N 0.45926 0.81892 1.04636
O 0.23497 1.30861 2.06963
O 1.64479 0.44957 0.36958

Short version: E_tot = -9964.8314, -75355.5998, -65022.6060, -21371.6617, -86027.1943, -8888.8597, -140744.4210, -23417.7985, -36359.9465, -16030.7510, -24919.4811, -10048.8750 eV, in the order given.